DFT (ωB97M-V with the def2-TZVPD basis set) results for a 9-piece molecular cluster, C45H119BF4N7O15 overall.

Atoms and positions in Å:
C: 0.49253 0.48571 -0.40098
C: 0.62253 1.98862 -0.62931
C: 2.05079 2.12106 -1.27307
O: -0.41305 2.68762 -1.29392
H: 1.18427 -0.01589 0.27576
H: 0.26990 -0.06413 -1.31543
H: -0.48571 0.27807 0.03265
H: 0.78029 2.38582 0.37341
H: 2.14558 1.69496 -2.27184
H: 2.78171 1.57375 -0.67784
H: 2.22728 3.19379 -1.35190
C: 7.73695 -9.05438 -0.60400
O: 7.66898 -7.62413 -0.27735
C: 7.50558 -6.72878 -1.36236
C: 6.96153 -5.36543 -0.92029
N: 5.74060 -5.66733 -0.04279
H: 5.81270 -6.52301 0.48893
H: 5.76439 -5.02771 0.73850
C: 4.33446 -5.74833 -0.76078
C: 3.88944 -4.32965 -1.20658
O: 4.54617 -4.08847 -2.48072
C: 4.69704 -2.73107 -2.86189
H: 7.36042 -9.25228 -1.60758
H: 6.93139 -9.46007 0.00803
H: 8.61408 -9.67687 -0.42723
H: 6.81720 -7.03540 -2.14990
H: 8.48146 -6.63325 -1.83843
H: 6.74642 -4.70445 -1.75989
H: 7.58616 -4.89185 -0.16289
H: 3.60925 -6.02439 0.00469
H: 4.48803 -6.45781 -1.57390
H: 4.06306 -3.51462 -0.50396
H: 2.81324 -4.24182 -1.35548
H: 5.04171 -2.24477 -1.94930
H: 3.76372 -2.30312 -3.22777
H: 5.40332 -2.62876 -3.68579
C: -3.44663 -13.55010 -3.79619
O: -2.45328 -12.70820 -3.18817
C: -1.83625 -11.80575 -4.10491
C: -1.16520 -10.73055 -3.46298
N: -2.26286 -9.69046 -2.98193
H: -2.84367 -10.15909 -2.30138
H: -1.66112 -9.01056 -2.53949
C: -3.11039 -8.94723 -4.02693
C: -3.57362 -7.47709 -3.63889
O: -2.65124 -6.64198 -2.91994
C: -1.48608 -6.29419 -3.73707
H: -3.83501 -13.24052 -4.76646
H: -4.22534 -13.92645 -3.13281
H: -2.93841 -14.49745 -3.97606
H: -2.51945 -11.40159 -4.85190
H: -1.11957 -12.30837 -4.75439
H: -0.37749 -10.28435 -4.07003
H: -0.57453 -10.96483 -2.57736
H: -4.00758 -9.54616 -4.18317
H: -2.54469 -8.91348 -4.95803
H: -4.47706 -7.50113 -3.02954
H: -4.03708 -7.08431 -4.54390
H: -0.85979 -7.18612 -3.71954
H: -1.01223 -5.40511 -3.32101
H: -1.88393 -5.99693 -4.70736
C: 0.98899 3.61849 6.12937
O: 0.71662 4.98303 6.44066
C: 0.09681 5.12593 7.74234
C: 0.37768 6.44190 8.50018
N: 1.80452 7.00775 8.31552
H: 2.03026 7.48155 9.17846
H: 2.46125 6.25467 8.16832
C: 1.92031 8.02173 7.16861
C: 3.42375 8.07466 6.69981
O: 3.87063 6.77509 6.44067
C: 5.16948 6.76883 5.67966
H: 0.16111 2.91573 6.22343
H: 1.75604 3.15687 6.75118
H: 1.23590 3.58764 5.06816
H: 0.38068 4.25736 8.33658
H: -0.96718 4.99085 7.54801
H: 0.43378 6.26590 9.57441
H: -0.32049 7.24833 8.27583
H: 1.57298 8.97143 7.57545
H: 1.20709 7.68090 6.41810
H: 4.15404 8.59819 7.31681
H: 3.51379 8.75244 5.85092
H: 5.56864 5.76231 5.80488
H: 5.97542 7.29972 6.18633
H: 5.00641 7.15060 4.67181
C: -2.80052 -2.11849 6.53002
O: -3.02055 -3.02942 5.41444
C: -2.56675 -2.51937 4.13370
C: -2.36655 -3.78097 3.21232
N: -3.64061 -4.63130 3.28816
H: -3.84663 -4.67812 4.27581
H: -4.45009 -4.15809 2.91279
C: -3.57811 -6.06357 2.74890
C: -4.64003 -6.86794 3.32652
O: -4.34286 -7.02288 4.76539
C: -5.35327 -7.67890 5.49941
H: -3.45519 -1.25852 6.67134
H: -1.74202 -1.87520 6.62212
H: -3.00365 -2.72550 7.41227
H: -1.60116 -2.06902 4.36371
H: -3.24281 -1.80274 3.66736
H: -1.47845 -4.28178 3.59778
H: -2.05972 -3.51286 2.20135
H: -2.61605 -6.56353 2.86103
H: -3.67615 -6.04054 1.66356
H: -4.72015 -7.81848 2.79912
H: -5.63146 -6.43452 3.19485
H: -5.66585 -8.50357 4.85885
H: -6.25819 -7.07669 5.58042
H: -5.15111 -8.07202 6.49575
C: 2.73430 6.89130 0.65412
O: 1.29103 7.11089 0.82621
C: 0.82282 6.78526 2.16830
C: -0.69212 7.14827 2.25916
N: -1.49709 6.35038 1.18963
H: -1.02319 5.52547 0.85046
H: -2.43905 6.16345 1.50244
C: -1.84754 7.18279 -0.07436
C: -3.04707 8.08473 0.35273
O: -3.98807 7.33308 0.97148
C: -5.21926 7.97283 1.12698
H: 2.96826 7.13901 -0.38126
H: 3.17057 5.90223 0.79379
H: 3.31656 7.69120 1.11155
H: 1.35645 7.38684 2.90412
H: 0.92998 5.72215 2.38373
H: -0.70676 8.22623 2.09825
H: -1.11338 6.75579 3.18469
H: -2.23789 6.50155 -0.83042
H: -0.94811 7.64137 -0.48525
H: -3.47902 8.50974 -0.55329
H: -2.77420 8.87656 1.05034
H: -5.59377 8.09382 0.11051
H: -4.99200 8.87516 1.69465
H: -5.87602 7.26236 1.62897
C: -4.92235 -0.36171 -3.28809
O: -4.50530 0.50819 -4.34712
C: -3.64032 1.63017 -3.92970
C: -4.43107 2.64188 -3.15560
N: -4.61576 2.25776 -1.66592
H: -4.70440 1.28537 -1.40764
H: -3.66508 2.47761 -1.40518
C: -5.54526 3.12714 -0.80422
C: -5.34478 2.93986 0.69014
O: -3.99146 2.58853 1.03989
C: -3.86130 2.68323 2.40871
H: -5.32623 -1.22130 -3.82297
H: -5.71606 -0.07429 -2.59853
H: -4.07571 -0.73627 -2.71276
H: -3.38936 2.19534 -4.82731
H: -2.75310 1.32968 -3.37233
H: -5.39370 2.84019 -3.62687
H: -3.92899 3.60878 -3.12228
H: -6.56142 2.89971 -1.12637
H: -5.33036 4.18137 -0.97894
H: -5.96651 2.18573 1.17266
H: -5.71819 3.84508 1.16894
H: -3.77441 3.71904 2.73681
H: -2.95723 2.10147 2.58853
H: -4.70749 2.24152 2.93497
C: 5.47090 3.03939 -7.89213
O: 4.20226 3.39920 -7.21549
C: 3.26986 2.38502 -7.28362
C: 1.92730 2.82685 -6.70800
N: 1.47136 4.21402 -7.24739
H: 2.23416 4.82979 -7.49042
H: 0.98157 4.00104 -8.10462
C: 0.64284 4.90622 -6.12607
C: 1.48269 5.79400 -5.36571
O: 1.99052 6.79540 -6.33711
C: 2.95427 7.64429 -5.71735
H: 5.18230 2.90107 -8.93409
H: 5.89140 2.14154 -7.43917
H: 6.17331 3.87213 -7.85656
H: 3.54690 1.54440 -6.64744
H: 3.25243 2.20484 -8.35848
H: 1.91143 2.92565 -5.62261
H: 1.11164 2.17766 -7.02637
H: 0.15652 4.13908 -5.52348
H: -0.18600 5.38600 -6.64658
H: 2.30043 5.25008 -4.89290
H: 0.82326 6.28371 -4.64917
H: 3.80446 7.11282 -5.28976
H: 2.57660 8.23963 -4.88606
H: 3.33920 8.42504 -6.37336
B: 4.04844 -2.04321 3.50662
F: 4.39915 -3.40500 3.54465
F: 4.60323 -1.44800 2.45066
F: 2.78925 -1.75680 3.58794
F: 4.59809 -1.51929 4.63594

Atoms 1-6, force components in eV/Å:
C -2.5 -0.6 0.0
C 0.6 0.3 -1.1
C -0.9 0.5 0.0
O 0.8 -1.1 0.6
H 0.5 0.2 -0.4
H 1.0 -0.1 -0.6

Results
Relative energy (zero: lowest compared OMol25 entry of this formula, charge and spin), kcal per mole: 238.7
Kohn-Sham gap, eV: 5.476
Net charge: +5
HOMO level, eV: -13.6